1.
# C5H36N2O13

13 unconnected molecules or ions with the total composition C5H36N2O13 (ωB97M-V with the def2-TZVPD basis set, OMol25).

Energy above the lowest of the compared OMol25 structures with the same formula, charge and spin ... 3.303 eV
Highest occupied orbital energy (spin up / spin down) ... 0.17 / -6.55 eV
Net charge ... -1
Gap between HOMO and LUMO (spin up / spin down) ... 2.32 / 8.97 eV
Spin multiplicity ... 2

Positions of all 56 atoms, in Å:
N: 2.53 -1.69 -0.43
C: 3.06 -0.71 -1.30
C: 4.46 -0.12 -0.89
C: 2.07 0.47 -1.28
N: 1.95 1.19 -2.46
C: 1.14 2.40 -2.40
C: 2.95 1.28 -3.49
O: 1.22 0.56 -0.39
H: 2.05 -1.43 0.44
H: 3.33 -2.28 -0.13
H: 3.25 -1.21 -2.38
H: 4.80 -0.37 0.10
H: 4.60 0.94 -0.97
H: 5.35 -0.50 -1.43
H: 0.57 2.36 -1.43
H: 0.45 2.58 -3.27
H: 1.62 3.41 -2.37
H: 3.90 1.73 -3.06
H: 3.07 0.28 -3.93
H: 2.61 1.77 -4.37
H: -1.52 0.68 -0.65
H: -1.43 2.23 -0.55
O: -1.93 1.49 -0.95
H: -1.28 -1.59 1.02
H: -2.07 -1.99 2.34
O: -1.19 -1.73 1.98
H: -4.07 0.81 1.12
H: -2.66 0.24 1.44
O: -3.50 0.08 1.06
H: -0.60 0.34 1.60
H: -1.02 0.97 2.92
O: -0.94 1.17 1.97
H: 2.38 -4.51 -1.26
H: 1.30 -3.73 -0.42
O: 1.71 -4.55 -0.57
H: 0.11 -4.04 3.95
H: -0.23 -2.83 2.98
O: -0.26 -3.19 3.92
H: -0.31 3.57 1.14
H: 0.23 2.34 0.21
O: -0.44 3.10 0.33
H: -4.50 -1.96 3.14
H: -3.93 -1.36 1.81
O: -3.81 -2.05 2.47
H: -0.10 -2.01 -0.66
H: -1.53 -2.44 -1.18
O: -1.07 -1.87 -0.57
H: -1.81 1.18 -4.12
H: -2.11 2.19 -3.23
O: -2.36 1.92 -4.12
H: -3.42 2.95 1.20
H: -2.81 1.84 2.10
O: -3.57 2.37 1.95
H: -1.94 -0.45 3.66
H: -2.17 -0.06 5.14
O: -2.11 0.27 4.24

Mulliken atomic charge list, values in e, 5 entries:
1. N 0.7169
2. C -0.2492
3. C -1.8271
4. C -0.7306
5. N 1.0270

=====

2.
# C5H36NO13S

13 unconnected molecules or ions with the total composition C5H36NO13S (ωB97M-V with the def2-TZVPD basis set, OMol25).

Energy above the lowest of the compared OMol25 structures with the same formula, charge and spin ... 4.279 eV
Highest occupied orbital energy ... -5.92 eV
Net charge ... -1
Gap between HOMO and LUMO ... 8.27 eV

Positions of all 56 atoms, in Å:
C: 0.92 -1.65 2.85
C: -0.03 -2.83 2.89
S: 0.50 -4.38 1.93
C: 0.78 -0.79 1.59
N: -0.55 -0.35 1.20
C: -0.59 -0.09 -0.26
C: -1.07 1.38 -0.43
O: 0.08 2.14 -0.40
H: 0.63 -0.94 3.74
H: 1.94 -2.07 3.14
H: -0.13 -2.97 4.08
H: -1.10 -2.56 2.55
H: 0.59 -3.63 0.83
H: 1.25 -1.34 0.81
H: 1.45 0.21 1.70
H: -1.33 -0.80 1.57
H: 0.37 -0.30 -0.71
H: -1.35 -0.84 -0.72
H: -1.54 1.61 -1.34
H: -1.57 1.69 0.52
H: 0.59 2.14 -1.25
H: 2.56 1.52 -2.01
O: 1.75 1.64 -2.51
H: 2.67 1.10 1.68
H: 3.91 1.43 0.81
O: 3.67 1.17 1.72
H: -3.25 -2.04 0.03
H: -4.66 -1.72 0.81
O: -3.68 -1.69 0.87
H: 3.06 -1.08 -2.44
H: 2.75 -1.28 -1.10
O: 2.96 -0.45 -1.64
H: -1.29 -0.12 -3.05
H: -1.97 1.19 -3.60
O: -2.19 0.47 -3.01
H: -3.34 -0.99 -2.16
H: -2.31 -1.98 -1.71
O: -3.34 -1.77 -1.56
H: 3.23 3.51 0.13
H: 2.21 2.71 -0.91
O: 3.08 2.92 -0.56
H: 0.45 4.25 -0.57
H: 0.16 3.72 0.97
O: 0.57 4.37 0.41
H: 0.75 -1.02 -3.52
H: 1.33 0.75 -2.61
O: 0.16 -0.58 -2.93
H: 0.74 1.64 1.44
H: -0.16 1.35 2.55
O: 0.45 2.04 2.26
H: -0.42 -1.88 -2.47
H: -1.11 -3.10 -3.27
O: -0.98 -2.74 -2.38
H: -1.77 1.14 2.04
H: -3.18 0.51 2.00
O: -2.68 1.37 1.99

Mulliken atomic charge list, values in e, 5 entries:
1. C -0.7487
2. C -0.5066
3. S -0.2226
4. C 1.2580
5. N 0.2833

=====

3.
# C5H37N2O13

13 unconnected molecules or ions with the total composition C5H37N2O13 (ωB97M-V with the def2-TZVPD basis set, OMol25).

Energy above the lowest of the compared OMol25 structures with the same formula, charge and spin ... 2.699 eV
Highest occupied orbital energy ... -12.72 eV
Net charge ... +1
Gap between HOMO and LUMO ... 10.40 eV

Positions of all 57 atoms, in Å:
N: -1.04 0.16 0.04
C: 0.41 0.16 0.55
C: 1.28 -0.53 -0.49
C: 0.84 -1.95 -0.85
O: -0.32 -2.26 -0.94
C: 0.92 1.58 0.89
N: 1.23 1.64 2.32
C: 0.11 2.17 3.13
H: -1.41 -0.77 0.26
H: -1.61 0.88 0.42
H: -1.09 0.15 -1.01
H: 0.34 -0.46 1.42
H: 1.21 -0.02 -1.46
H: 2.31 -0.56 -0.22
H: 1.66 -2.65 -1.02
H: 1.76 1.86 0.26
H: 0.16 2.30 0.53
H: 2.04 2.24 2.45
H: -0.57 2.79 2.54
H: -0.48 1.32 3.50
H: 0.46 2.71 3.99
H: 3.52 -2.74 1.73
H: 2.35 -1.92 2.20
O: 2.68 -2.39 1.40
H: 3.79 -0.20 -3.06
H: 2.60 0.85 -2.94
O: 3.26 0.47 -3.51
H: 2.00 -1.03 4.37
H: 1.31 -0.03 3.37
O: 1.51 -0.97 3.53
H: -0.19 -1.68 3.11
H: -0.73 -3.24 3.11
O: -0.63 -2.41 2.62
H: -0.59 3.49 0.36
H: -0.73 5.01 0.38
O: -0.12 4.32 0.53
H: -3.51 -0.04 1.75
H: -3.21 1.11 2.91
O: -3.05 0.77 2.01
H: 0.39 -0.91 -5.03
H: 1.62 -0.62 -4.13
O: 0.74 -1.07 -4.13
H: 0.00 -3.25 -3.66
H: -0.52 -3.79 -2.35
O: -0.65 -3.86 -3.30
H: -3.16 2.34 1.02
H: -3.28 3.57 0.04
O: -2.68 2.97 0.48
H: -1.91 0.09 -3.15
H: -0.39 -0.12 -3.27
O: -1.08 0.49 -2.87
H: 0.24 2.01 -2.77
H: 1.25 2.86 -3.53
O: 1.16 2.25 -2.79
H: -3.82 -2.58 1.46
H: -2.46 -2.35 2.16
O: -3.12 -1.93 1.59

Mulliken atomic charge list, values in e, 5 entries:
1. N 0.3592
2. C 1.7628
3. C -0.5151
4. C -0.0782
5. O -0.6256

=====

Number 1: E_tot -1299.6678 Eh. Number 2: E_tot -1643.0871 Eh. Number 3: E_tot -1300.1389 Eh.